1.
# BrH12O6Zn

A molecular structure, BrH12O6Zn in a non-equilibrium geometry (ωB97M-V with the def2-TZVPD basis set, the Open Molecules 2025 dataset).

```
! RIJCOSX wB97M-V def2-TZVPD def2/J DEFGRID3
* xyz 1 1
Zn -7.817 21.644 -1.965
Br -9.309 20.996 -3.855
O -12.323 20.241 -1.971
H -12.001 20.707 -2.749
H -11.571 20.194 -1.375
O -10.208 21.773 -7.142
H -9.726 21.110 -7.649
H -9.944 21.628 -6.228
O -6.747 19.221 -5.913
H -6.789 19.628 -6.786
H -6.927 19.938 -5.299
O -11.398 23.289 -5.082
H -11.267 22.418 -4.692
H -11.709 23.841 -4.357
O -6.517 22.469 -3.308
H -6.005 23.257 -3.052
H -6.944 22.702 -4.155
O -9.595 17.920 -5.962
H -9.131 18.407 -5.277
H -9.007 17.956 -6.722
*
```



2.
# BrH14O7

8 unconnected molecules or ions with the total composition BrH14O7 in a non-equilibrium geometry (ωB97M-V with the def2-TZVPD basis set, the Open Molecules 2025 dataset).

```
! RIJCOSX wB97M-V def2-TZVPD def2/J DEFGRID3
* xyz -1 1
Br 0.910 0.151 -0.262
O -0.015 -2.709 -2.569
H 0.504 -2.084 -2.134
H 0.559 -3.424 -2.869
O -0.294 3.037 -1.863
H 0.324 3.699 -2.027
H 0.109 2.454 -1.264
O 0.995 -3.005 0.845
H 0.875 -2.127 0.428
H 1.892 -3.084 1.203
O -1.058 3.124 1.021
H -0.597 2.331 1.081
H -1.767 2.996 0.343
O -1.611 -0.352 -2.621
H -0.827 -0.168 -2.134
H -1.592 -1.267 -2.844
O -0.728 0.856 2.661
H -1.472 0.577 3.201
H -0.800 0.412 1.829
O 1.788 -0.487 2.980
H 1.962 -0.298 2.026
H 0.844 -0.632 2.967
*
```



3.
# BrH16O8

9 unconnected molecules or ions with the total composition BrH16O8 in a non-equilibrium geometry (ωB97M-V with the def2-TZVPD basis set, the Open Molecules 2025 dataset).

```
! RIJCOSX wB97M-V def2-TZVPD def2/J DEFGRID3
* xyz -1 1
Br -0.133 -0.006 -0.053
O 3.009 -0.575 -0.809
H 2.940 -1.501 -0.643
H 2.145 -0.264 -0.601
O 1.542 -1.533 -2.902
H 1.885 -2.397 -3.073
H 1.719 -1.194 -1.983
O -3.007 -1.236 -1.136
H -2.234 -0.652 -1.192
H -3.058 -1.698 -0.315
O -2.479 2.803 0.826
H -2.048 2.073 0.446
H -2.987 3.229 0.089
O 1.163 1.609 -2.455
H 0.587 1.283 -1.734
H 1.095 2.570 -2.541
O -0.597 0.368 3.378
H -0.444 0.669 2.489
H -0.175 1.015 3.980
O -2.171 -2.382 1.236
H -1.699 -1.589 1.010
H -1.462 -3.013 1.155
O 2.410 1.060 1.552
H 1.648 0.993 1.043
H 2.351 0.368 2.234
*
```



4.
# BrH2IO2Si

A molecular structure, BrH2IO2Si in a non-equilibrium geometry (ωB97M-V with the def2-TZVPD basis set, the Open Molecules 2025 dataset).

```
! RIJCOSX wB97M-V def2-TZVPD def2/J DEFGRID3
* xyz 0 1
O -1.452 -0.514 0.719
O -0.138 -0.833 -1.766
Si -0.471 -1.097 -0.264
Br 0.166 -3.257 -0.065
I -4.006 0.212 0.677
H -4.072 -0.435 2.574
H -0.697 -0.251 -2.266
*
```



5.
# BrH2NOS2

A molecular structure, BrH2NOS2 in a non-equilibrium geometry (ωB97M-V with the def2-TZVPD basis set, the Open Molecules 2025 dataset).

```
! RIJCOSX wB97M-V def2-TZVPD def2/J DEFGRID3
* xyz 0 1
N 0.614 0.294 0.856
O -0.038 -1.809 -0.710
S -2.119 -0.187 0.418
S -0.421 -0.559 -0.226
Br 2.156 0.535 -0.028
H 0.039 1.421 1.188
H -0.230 0.305 -1.498
*
```



6.
# BrH2O

2 unconnected molecules or ions with the total composition BrH2O in a non-equilibrium geometry (ωB97M-V with the def2-TZVPD basis set, the Open Molecules 2025 dataset).

```
! RIJCOSX wB97M-V def2-TZVPD def2/J DEFGRID3
* xyz 0 2
H -0.376 -0.036 0.000
Br 0.175 -2.005 0.000
H 0.579 1.075 0.000
O -0.378 0.966 0.000
*
```

Summary:
- <S²>: 0.7523



Table of E (hartree), in record order: -4811.64238 -3109.20381 -3185.62963 -3312.90959 -3501.42959 -2650.39254